69
Properties=species:S:1:pos:R:3 method="wB97M-V/def2-TZVPD" homo_lumo_gap_ev=10.37 de_lowest_ev=0.6426 largest_force_ev_per_a=4.0 smiles=OCCO.OCCO.OCCO.OCCO.OCCO.OCCO.O.O.O
O -3.154 -3.688 0.488
C -4.384 -4.391 0.869
C -5.016 -4.897 -0.425
O -6.138 -5.660 0.016
H -2.833 -3.150 1.205
H -4.042 -5.309 1.468
H -5.025 -3.809 1.461
H -4.324 -5.534 -1.003
H -5.344 -4.082 -1.069
H -6.090 -6.505 -0.471
O 3.884 3.156 -1.853
C 3.959 1.806 -2.279
C 4.112 0.877 -1.147
O 2.950 0.619 -0.400
H 3.135 3.605 -2.235
H 3.085 1.471 -2.928
H 4.844 1.714 -2.884
H 4.827 1.424 -0.428
H 4.635 -0.051 -1.470
H 3.264 0.378 0.506
O -1.192 2.518 -3.558
C -1.224 1.240 -4.268
C -0.676 0.137 -3.485
O -1.297 -0.022 -2.192
H -1.445 2.235 -2.680
H -2.322 1.146 -4.386
H -0.751 1.266 -5.236
H 0.393 0.286 -3.441
H -0.747 -0.749 -4.134
H -1.354 -0.941 -1.995
O -1.006 -2.902 -1.117
C -0.092 -3.571 -0.309
C 0.488 -2.552 0.688
O 1.346 -3.094 1.616
H -1.844 -3.109 -0.716
H -0.485 -4.398 0.286
H 0.718 -3.942 -0.960
H -0.401 -2.109 1.237
H 0.956 -1.736 0.222
H 1.575 -2.303 2.158
O 1.085 3.663 -2.374
C 0.698 4.791 -1.536
C 0.417 4.353 -0.133
O 1.525 3.594 0.279
H 0.385 3.354 -2.944
H 1.538 5.541 -1.518
H -0.262 5.256 -1.912
H -0.520 3.693 -0.075
H 0.362 5.120 0.629
H 1.692 2.934 -0.388
O 1.855 2.206 2.704
C 1.218 2.147 3.953
C 0.349 0.869 4.156
O -0.579 0.572 3.165
H 1.525 2.788 1.991
H 1.991 2.265 4.764
H 0.662 3.091 4.006
H -0.144 0.953 5.084
H 0.986 -0.057 4.273
H -0.149 0.571 2.286
O -2.944 -2.271 3.145
H -2.330 -1.519 3.130
H -3.029 -2.466 4.092
O 3.370 -0.027 2.300
H 4.239 0.389 2.450
H 2.757 0.727 2.540
O 0.037 1.034 0.404
H 0.906 0.627 0.297
H -0.624 0.425 0.077

---

63
Properties=species:S:1:pos:R:3 method="wB97M-V/def2-TZVPD" homo_lumo_gap_ev=9.94 de_lowest_ev=2.3470 largest_force_ev_per_a=2.6 smiles=CC(C)O.CC(C)O.CC(C)O.CC(C)O.O.O.O.O.O
C -1.908 5.209 3.488
C -2.814 4.139 3.993
C -2.448 3.476 5.265
O -4.151 4.680 4.085
H -2.212 5.687 2.557
H -0.904 4.785 3.455
H -1.816 5.986 4.247
H -2.806 3.373 3.218
H -2.108 4.165 6.038
H -1.562 2.856 5.133
H -3.149 2.730 5.638
H -4.713 4.027 4.510
C 4.554 -7.384 -1.314
C 3.241 -7.364 -2.090
C 2.192 -6.503 -1.391
O 3.581 -6.783 -3.307
H 5.302 -7.776 -2.003
H 4.528 -8.003 -0.417
H 4.848 -6.350 -1.133
H 2.749 -8.316 -2.288
H 2.390 -5.448 -1.580
H 2.285 -6.727 -0.328
H 1.171 -6.644 -1.748
H 3.829 -5.864 -3.186
C -6.016 -0.175 -0.549
C -7.267 0.656 -0.234
C -8.561 -0.185 -0.359
O -7.086 1.110 1.073
H -5.879 -1.028 0.115
H -5.129 0.456 -0.508
H -6.055 -0.472 -1.597
H -7.333 1.510 -0.909
H -8.560 -1.046 0.309
H -8.737 -0.542 -1.374
H -9.477 0.378 -0.178
H -7.749 1.794 1.194
C 1.882 0.388 2.259
C 2.080 -0.141 0.803
C 0.900 0.140 -0.155
O 3.123 0.505 0.173
H 0.831 0.472 2.536
H 2.309 1.390 2.236
H 2.573 -0.248 2.814
H 2.361 -1.194 0.793
H 1.136 -0.230 -1.153
H 0.732 1.214 -0.230
H 0.023 -0.348 0.272
H 2.930 1.445 0.147
O 6.861 -1.632 1.269
H 7.565 -1.351 0.685
H 6.116 -1.079 1.030
O -0.378 5.553 -3.532
H -1.151 5.013 -3.364
H -0.554 5.968 -4.376
O 4.816 -2.563 -3.603
H 5.229 -1.847 -3.121
H 4.613 -2.190 -4.461
O 5.066 2.100 -4.853
H 4.663 2.203 -3.992
H 4.618 1.347 -5.239
O 3.299 4.536 -1.616
H 2.440 4.824 -1.924
H 3.686 5.317 -1.220

---

66
Properties=species:S:1:pos:R:3 method="wB97M-V/def2-TZVPD" homo_lumo_gap_ev="8.82 / 6.49" multiplicity=2 de_lowest_ev=0.1194 largest_force_ev_per_a=1.1 charge=+1 s_squared=0.75
Ag 2.960 -27.504 -4.548
C 5.343 -30.566 -2.971
C 4.262 -29.754 -2.247
C 4.778 -28.765 -1.213
O 3.375 -29.195 -3.097
H 6.025 -29.901 -3.501
H 4.865 -31.286 -3.630
H 5.909 -31.095 -2.203
H 3.671 -30.544 -1.716
H 5.187 -27.907 -1.761
H 5.556 -29.195 -0.587
H 3.926 -28.380 -0.649
C 4.581 -29.352 -6.431
O 3.870 -28.098 -6.529
H 4.907 -29.694 -7.411
H 5.465 -29.191 -5.814
H 3.975 -30.117 -5.941
H 3.466 -28.056 -7.401
C 8.204 -27.379 -3.769
O 7.363 -27.240 -4.933
H 7.751 -26.777 -2.988
H 8.243 -28.421 -3.450
H 9.207 -27.019 -3.984
H 7.801 -27.670 -5.673
C 8.034 -31.453 0.124
O 8.392 -32.103 1.332
H 6.990 -31.114 0.195
H 8.692 -30.605 -0.045
H 8.084 -32.143 -0.723
H 8.420 -33.053 1.196
C 0.841 -31.455 -2.101
O 0.718 -30.027 -1.999
H 1.460 -31.739 -2.960
H 1.166 -31.899 -1.160
H -0.151 -31.845 -2.331
H 1.598 -29.649 -2.032
C 4.152 -25.466 0.847
O 5.232 -26.332 1.161
H 4.494 -24.440 0.960
H 3.796 -25.608 -0.180
H 3.303 -25.635 1.515
H 5.176 -27.102 0.594
C 7.053 -33.640 -3.255
O 7.847 -34.645 -3.836
H 6.144 -33.519 -3.868
H 6.756 -33.836 -2.221
H 7.563 -32.680 -3.330
H 7.335 -35.457 -3.868
C 3.735 -33.525 -5.903
O 2.565 -34.329 -6.014
H 3.786 -33.067 -4.902
H 4.616 -34.162 -5.978
H 3.772 -32.742 -6.662
H 1.877 -33.832 -6.463
C 3.221 -31.315 1.037
O 2.057 -31.970 1.532
H 3.679 -30.673 1.788
H 3.932 -32.038 0.622
H 2.892 -30.672 0.215
H 2.189 -32.183 2.459
C 5.049 -25.110 -3.381
O 4.962 -26.364 -4.037
H 5.552 -24.354 -3.997
H 4.046 -24.723 -3.203
H 5.584 -25.173 -2.429
H 5.835 -26.613 -4.395

---

62
Properties=species:S:1:pos:R:3 method="wB97M-V/def2-TZVPD" homo_lumo_gap_ev=8.36 de_lowest_ev=0.0000 largest_force_ev_per_a=1.7 charge=+1
O 26.642 26.074 23.518
H 25.892 26.434 24.037
H 26.515 26.419 22.533
H 27.492 26.395 23.865
N 28.271 29.104 20.304
H 27.449 28.496 20.519
H 28.080 30.093 20.554
H 28.356 29.106 19.263
H 29.145 28.772 20.764
B 25.954 27.232 21.044
H 25.939 27.976 20.168
H 24.933 26.703 21.143
H 26.813 26.450 20.950
H 26.168 27.847 22.010
C 25.179 30.553 18.066
C 24.979 31.024 19.489
C 24.120 32.282 19.513
O 24.378 30.014 20.289
H 25.613 31.375 17.491
H 24.260 30.174 17.623
H 25.958 29.781 18.026
H 25.983 31.295 19.853
H 24.010 32.680 20.528
H 23.081 31.991 19.333
H 24.453 33.092 18.871
H 24.906 29.219 20.106
C 27.465 31.412 22.810
C 28.485 32.280 22.119
C 29.925 32.080 22.592
O 28.441 31.901 20.718
H 26.480 31.509 22.348
H 27.316 31.715 23.849
H 27.678 30.341 22.849
H 28.272 33.353 22.104
H 30.019 32.287 23.661
H 30.609 32.721 22.034
H 30.231 31.042 22.458
H 28.954 32.541 20.214
C 31.782 26.601 20.786
C 31.824 28.016 21.420
C 32.323 29.056 20.446
O 30.471 28.360 21.806
H 31.186 25.951 21.425
H 32.799 26.241 20.642
H 31.305 26.705 19.810
H 32.449 27.949 22.313
H 31.528 29.611 19.952
H 32.966 28.565 19.718
H 32.913 29.780 21.010
H 30.267 27.947 22.650
C 30.561 28.592 16.044
C 29.105 28.958 16.277
C 28.108 28.287 15.354
O 28.801 28.629 17.661
H 31.150 29.155 16.768
H 30.859 28.818 15.020
H 30.779 27.537 16.223
H 29.022 30.043 16.218
H 28.053 27.207 15.503
H 28.397 28.477 14.320
H 27.111 28.695 15.520
H 28.740 27.666 17.725